(1)
Entry from the Open Molecules 2025 dataset: a structure of composition C29H43BrN2O3PS4V (ωB97M-V/def2-TZVPD).

Computed properties:
total charge	-1
<S²>	3.78
relative energy (zero: lowest compared OMol25 entry of this formula, charge and spin)	37.8	kcal/mol
2S+1	4
electronic energy	-6918.363436	Eh

Atoms and positions in Å:
V  2.17464  -0.13045  -2.03478
N  1.09295  3.54463  -3.44721
C  1.15571  2.24806  -3.06660
O  1.80434  1.92342  -2.07012
C  0.43074  1.20242  -3.86399
C  1.43465  0.03282  -4.00345
H  1.78849  4.14797  -3.03366
H  0.86074  3.73082  -4.40618
H  0.02505  1.60646  -4.80194
H  -0.41403  0.86774  -3.25131
H  2.20149  0.31393  -4.73628
H  0.91891  -0.84792  -4.40121
O  4.22341  1.08249  3.59432
C  4.31950  0.54008  2.50319
S  4.17027  1.36719  0.97002
C  4.34373  -0.02744  -0.12417
C  4.61787  -1.23574  0.47599
S  5.08641  -2.74703  -0.16459
S  4.61662  -1.17261  2.26217
S  4.44749  0.39474  -1.83543
Br  0.02796  -5.29011  -1.46236
C  1.42998  -4.19809  -2.14288
C  2.42552  -4.75052  -2.92604
C  3.41344  -3.88408  -3.36622
C  3.37210  -2.54690  -3.02385
N  2.37007  -2.00805  -2.29321
C  1.42271  -2.85737  -1.83783
H  2.43522  -5.80616  -3.16321
H  4.25030  -4.25336  -3.94374
H  4.14231  -1.86161  -3.33998
H  0.64643  -2.43074  -1.22079
O  0.12320  -0.42431  -0.65084
P  -0.81282  -0.25015  0.51067
C  -0.66459  1.42986  1.20778
C  0.83744  1.76289  1.31935
C  1.04433  3.09805  2.05231
C  -0.10546  4.08101  1.77294
C  -0.65115  3.84899  0.36595
C  -1.32913  2.46886  0.26774
C  -0.51791  -1.60277  1.70717
C  -1.62878  -1.92199  2.71859
C  -1.55836  -1.06175  3.97985
C  -0.19195  -1.22169  4.64384
C  0.91287  -0.77705  3.68540
C  0.87438  -1.56906  2.37413
C  -2.53940  -0.55831  -0.03776
C  -3.63953  0.10744  0.83612
C  -4.70648  0.80205  -0.01362
C  -5.22863  -0.15467  -1.08655
C  -4.09323  -0.65214  -2.01802
C  -2.70834  -0.22388  -1.52860
H  -1.12388  1.45099  2.20204
H  1.24988  1.81719  0.31412
H  1.39492  0.98330  1.82660
H  1.99073  3.52510  1.71630
H  1.13715  2.92453  3.12821
H  0.24211  5.10929  1.88476
H  -0.91600  3.93861  2.49675
H  0.17590  3.90582  -0.34708
H  -1.36723  4.62572  0.09197
H  -1.25149  2.11992  -0.76476
H  -2.39042  2.56645  0.50675
H  -0.49433  -2.41672  0.97209
H  -1.50723  -2.96968  3.01280
H  -2.61474  -1.84125  2.25710
H  -2.36137  -1.34528  4.66503
H  -1.71149  -0.00728  3.71768
H  -0.04417  -2.27549  4.91050
H  -0.14410  -0.63859  5.56664
H  1.89577  -0.89699  4.14162
H  0.78454  0.29255  3.49835
H  1.17086  -2.59955  2.58947
H  1.61500  -1.19033  1.66509
H  -2.62256  -1.64840  0.03944
H  -3.20836  0.82039  1.54422
H  -4.14094  -0.65555  1.43706
H  -4.29959  1.70356  -0.48179
H  -5.52663  1.12206  0.63168
H  -6.01179  0.33115  -1.67088
H  -5.69585  -1.00565  -0.58037
H  -4.23770  -0.26504  -3.02858
H  -4.12477  -1.74131  -2.09407
H  -2.58278  0.84745  -1.69510
H  -1.93089  -0.72295  -2.10474

Atomic partial charges in e from the Löwdin method, atoms 1 to 5: number 1, V, carries 0.49; number 2, N, carries 0.18; number 3, C, carries -0.52; number 4, O, carries -0.10; number 5, C, carries -0.21

(2)
Entry from the Open Molecules 2025 dataset: a structure of composition C29H43Cl2F5MnN3O4Si (ωB97M-V/def2-TZVPD).

Computed properties:
total charge	-1
<S²>	8.76
2S+1	6
electronic energy	-4456.367957	Eh

Atoms and positions in Å:
C  2.58903  -2.33934  -1.57801
C  2.51320  -1.47122  -2.79547
H  2.11178  -3.30879  -1.75547
H  2.14412  -1.85028  -0.71363
H  3.62587  -2.60136  -1.32033
C  2.77486  -1.96273  -4.02578
C  2.92824  -3.39420  -4.39689
H  2.89504  -1.29970  -4.89574
H  2.27430  -4.05107  -3.78874
H  3.98002  -3.72871  -4.29910
H  2.67390  -3.52297  -5.46432
Mn  1.69837  1.53042  -0.15979
Cl  3.27995  2.93437  -0.85908
C  -0.11068  3.72963  -0.18337
O  -0.04446  2.46907  -0.31155
N  -1.25968  4.29898  0.13343
C  -2.37778  3.43100  0.47707
C  -1.43799  5.74523  0.21971
H  0.78628  4.33967  -0.39818
H  -2.01877  2.66588  1.17742
H  -2.75848  2.91492  -0.42334
H  -3.14503  4.05707  0.95882
H  -0.64534  6.20028  0.84390
H  -2.41612  5.96081  0.68146
H  -1.38154  6.22275  -0.76255
H  -2.24170  1.25833  4.17760
H  -1.04392  1.02010  6.87584
C  -2.47237  0.22260  4.46862
C  -1.43546  0.00456  6.70939
N  -1.42948  -0.34480  5.29510
H  -2.61505  -0.36794  3.55983
C  -0.37060  -0.98008  4.73274
O  -0.21232  -1.18656  3.52786
H  -0.79573  -0.70522  7.24369
H  0.36434  -1.26685  5.51549
H  -3.40258  0.24031  5.04840
H  -2.45890  -0.03772  7.09445
H  -0.04622  -4.37566  3.80219
H  -0.73025  -4.66938  0.79262
C  -0.95438  -4.97620  3.61281
C  -1.70261  -4.91392  1.23889
N  -1.79496  -4.38869  2.58520
H  -1.52561  -5.04086  4.55044
C  -2.43785  -3.22475  2.81447
O  -2.99816  -2.54119  1.96041
H  -2.48926  -4.46454  0.62380
H  -2.44254  -2.95594  3.90021
H  -0.67185  -5.98066  3.28016
H  -1.82383  -6.00628  1.29588
O  1.57927  0.35484  -1.53626
C  2.28694  0.03731  -2.67687
C  0.87025  0.04270  -4.84822
C  1.66992  0.70109  -3.91274
H  0.69733  -1.03479  -4.76602
C  0.31408  0.72092  -5.94954
H  3.28345  0.50840  -2.56633
C  1.95993  2.05629  -4.10613
H  -0.35947  0.19038  -6.62729
C  0.62883  2.07577  -6.11790
C  1.47224  2.72562  -5.22985
H  2.58671  2.55773  -3.36579
H  0.21779  2.60188  -6.97517
H  1.75454  3.77722  -5.39929
Si  -1.86170  -0.80347  -2.43797
Cl  -0.79150  -2.49450  -1.84454
C  -2.25177  -1.43153  -4.13081
C  -1.40887  1.03341  -2.91105
C  -2.31505  -0.48354  -0.59104
H  -2.50300  -0.65256  -4.84708
H  -3.10020  -2.10550  -4.03638
H  -1.40381  -2.00016  -4.50934
H  -2.84849  -1.32135  -0.09434
H  -2.86019  0.42689  -0.49722
H  -1.35871  -0.32303  -0.08075
H  -1.57318  1.24859  -3.98628
H  -0.42563  1.44035  -2.64167
H  -2.14024  1.66456  -2.38261
F  4.25548  0.50060  1.48253
C  3.30559  0.97845  2.32062
C  2.12863  1.53761  1.82691
C  1.23469  2.09266  2.72396
F  0.03487  2.62862  2.38795
C  1.51996  2.18576  4.08081
F  0.57210  2.69778  4.90060
C  2.70038  1.62504  4.55539
F  2.93240  1.64863  5.86847
C  3.57238  0.95565  3.67889
F  4.67625  0.34727  4.17581

Atomic partial charges in e from the Löwdin method, atoms 1 to 5: number 1, C, carries -0.08; number 2, C, carries -0.23; number 3, H, carries 0.05; number 4, H, carries 0.06; number 5, H, carries 0.09

(3)
Entry from the Open Molecules 2025 dataset: a structure of composition C29H43Cl2F5N3O5SiTi (ωB97M-V/def2-TZVPD).

Computed properties:
<S²>	0.75
relative energy (zero: lowest compared OMol25 entry of this formula, charge and spin)	0.0	kcal/mol
2S+1	2
electronic energy	-4230.204102	Eh

Atoms and positions in Å:
C  -2.07295  1.65543  -2.68921
C  -1.33559  2.76222  -2.00116
H  -3.10867  1.93359  -2.92946
H  -2.08895  0.74699  -2.06185
H  -1.57234  1.37680  -3.63295
C  -1.79351  4.01478  -1.83914
C  -3.06619  4.54103  -2.41790
H  -1.17605  4.75447  -1.32709
H  -3.69289  3.75354  -2.84883
H  -2.84434  5.27644  -3.20661
H  -3.65075  5.06875  -1.65164
Ti  -0.00583  -0.18345  0.46395
Cl  -1.62139  -1.36544  -0.57892
C  2.53299  1.62098  1.21678
O  1.55338  1.03409  1.71034
N  3.42168  2.33849  1.92386
C  3.27013  2.56924  3.35085
C  4.52226  3.02935  1.26647
H  2.73986  1.58776  0.12459
H  2.49082  1.93119  3.76952
H  3.02574  3.62210  3.52839
H  4.22751  2.35304  3.82967
H  4.52631  2.78940  0.19762
H  5.48047  2.72427  1.71335
H  4.41955  4.11884  1.38150
H  2.63164  -4.06281  3.52985
H  2.52620  -5.48176  1.54175
C  1.61044  -3.69886  3.38119
C  1.49206  -5.15568  1.37088
N  1.28362  -3.84007  1.96549
H  1.53427  -2.65949  3.69811
C  0.69944  -2.87041  1.26886
O  0.54821  -1.69978  1.73856
H  1.30495  -5.09705  0.29355
H  0.33605  -3.12462  0.25411
H  0.93152  -4.32286  3.97295
H  0.81747  -5.90265  1.81277
H  -3.34155  1.81840  -0.00813
H  -2.64179  4.18318  1.12854
C  -3.41643  1.44674  1.02378
C  -2.80887  3.61866  2.06512
N  -2.50219  2.20961  1.87716
H  -3.18281  0.37905  1.03972
C  -1.38208  1.66128  2.36389
O  -1.02770  0.49195  2.05557
H  -2.16428  4.02244  2.85257
H  -0.77319  2.28722  3.04445
H  -4.43732  1.61196  1.38607
H  -3.86438  3.73346  2.35403
O  -0.29180  1.42190  -0.39117
C  -0.00783  2.32074  -1.43746
C  0.72689  4.07339  0.27884
C  0.90621  3.43560  -0.94518
H  -0.10743  3.77469  0.92934
C  1.56138  5.14468  0.62942
H  0.50810  1.78609  -2.25584
C  1.93232  3.83200  -1.80153
H  1.40914  5.66154  1.58396
C  2.56950  5.56907  -0.24548
C  2.75218  4.90850  -1.46776
H  2.00498  3.31888  -2.76602
H  3.21403  6.41678  0.02054
H  3.52623  5.23017  -2.16962
Si  -4.46653  -4.81898  -1.47442
Cl  -5.14796  -3.09846  -2.44191
C  -5.08254  -4.64607  0.29194
C  -2.62148  -4.60935  -1.77893
C  -5.04695  -6.49761  -2.11664
H  -4.92478  -3.61894  0.63990
H  -4.55156  -5.33959  0.95544
H  -6.15770  -4.86658  0.33237
H  -6.12473  -6.63935  -1.96325
H  -4.52405  -7.29504  -1.56464
H  -4.82264  -6.62761  -3.18250
H  -2.30676  -3.59679  -1.49686
H  -2.43238  -4.73162  -2.85468
H  -2.03589  -5.34216  -1.21103
F  5.21719  -4.36157  -1.90402
C  4.37175  -3.35996  -1.60809
C  3.36990  -3.01560  -2.52189
F  3.27658  -3.65507  -3.70405
C  2.45708  -2.03397  -2.21046
F  1.46247  -1.71822  -3.06797
C  2.48112  -1.41409  -0.94642
O  1.45582  -0.66244  -0.59997
C  3.55948  -1.70744  -0.08632
F  3.62540  -1.09989  1.13018
C  4.48055  -2.69493  -0.38813
F  5.43021  -3.04451  0.50734

Atomic partial charges in e from the Löwdin method, atoms 1 to 5: number 1, C, carries -0.04; number 2, C, carries -0.24; number 3, H, carries 0.07; number 4, H, carries 0.03; number 5, H, carries 0.10

The highest <S²> belongs to which entry?
C29H43Cl2F5MnN3O4Si

Number 3 is which compound?
C29H43Cl2F5N3O5SiTi

The lowest 2S+1 belongs to which entry?
C29H43Cl2F5N3O5SiTi

Among the records above, which one has the highest <S²>?
C29H43Cl2F5MnN3O4Si